Record 1
DFT (the ωB97M-V functional and the def2-TZVPD basis) results for C5H11N2O as an isolated structure at a distorted geometry.

The HOMO-LUMO gap is 9.30 eV. The calculation puts the total energy at -10382.1176 eV. As for the relative energy (zero: lowest compared OMol25 entry of this formula, charge and spin): 3.488 eV. As for the charge: +1.

XYZ file:
```
19
Properties=species:S:1:pos:R:3:lowdin_charge:R:1
C 0.71 2.09 -0.59 -0.509
C 1.20 0.70 -1.05 -0.041
C -0.01 -0.06 -0.56 -0.044
C -1.57 2.44 0.42 -0.071
C 0.78 -2.24 0.22 0.020
N -0.37 1.73 0.19 0.032
N 0.16 -0.94 0.59 0.016
O 1.14 3.19 -0.80 0.152
H 1.33 0.68 -2.13 0.136
H 2.13 0.41 -0.58 0.128
H -0.80 -0.33 -1.24 0.152
H -1.33 3.51 0.29 0.110
H -2.35 2.20 -0.31 0.097
H -1.94 2.27 1.43 0.088
H 0.11 -2.79 -0.45 0.116
H 1.72 -2.07 -0.30 0.112
H 0.96 -2.83 1.11 0.114
H 0.76 -0.44 1.26 0.195
H -0.75 -1.10 1.04 0.197
```

Record 2
DFT (the ωB97M-V functional and the def2-TZVPD basis) results for a 2-piece molecular cluster, C2H3F2IO overall at a distorted geometry.

The HOMO-LUMO gap is 9.47 eV. The calculation puts the total energy at -17705.4048 eV. As for the relative energy (zero: lowest compared OMol25 entry of this formula, charge and spin): 0.572 eV. As for the charge: 0. Its SMILES is O=C(F)CI.F.

XYZ file:
```
9
Properties=species:S:1:pos:R:3:lowdin_charge:R:1
O -1.22 1.89 0.12 0.190
C -0.33 1.16 0.31 -0.562
F 0.94 1.51 -0.07 0.014
C -0.33 -0.22 0.90 -0.378
I 1.63 -1.47 0.74 0.670
H -0.47 -0.27 1.92 0.008
H -1.09 -0.97 0.41 0.102
F 0.08 -0.50 -2.15 -0.096
H 0.79 -1.11 -2.18 0.053
```

Record 3
DFT (the ωB97M-V functional and the def2-TZVPD basis) results for a 2-piece molecular cluster, C4H7F overall at a distorted geometry.

The HOMO-LUMO gap (alpha / beta) is 8.90 / 8.91 eV. The calculation puts the total energy at -6973.2835 eV. As for the relative energy (zero: lowest compared OMol25 entry of this formula, charge and spin): 4.909 eV. As for the charge: 0.

XYZ file:
```
12
Properties=species:S:1:pos:R:3:lowdin_charge:R:1
C 1.12 0.58 0.79 -0.094
C 1.11 0.55 -0.73 -0.068
C 0.46 -0.49 0.05 -0.280
C -2.14 -0.53 -0.06 0.089
F 1.01 -1.73 0.07 0.026
H 2.07 0.44 1.44 0.140
H 0.62 1.26 1.36 0.055
H 0.51 1.23 -1.12 0.058
H 1.93 0.21 -1.24 0.085
H -2.38 -1.46 0.45 0.004
H -1.87 -0.59 -1.09 -0.037
H -2.45 0.54 0.09 0.021
```

Record 4
DFT (the ωB97M-V functional and the def2-TZVPD basis) results for C5H11F as an isolated structure at a distorted geometry.

The HOMO-LUMO gap is 11.09 eV. The calculation puts the total energy at -8074.6114 eV. As for the relative energy (zero: lowest compared OMol25 entry of this formula, charge and spin): 6.401 eV. As for the charge: 0.

XYZ file:
```
17
Properties=species:S:1:pos:R:3:lowdin_charge:R:1
C 2.09 -0.08 0.37 -0.074
C 0.79 -0.74 -0.49 -0.144
C -0.52 -0.13 0.23 -0.577
C -2.07 -0.86 0.14 -0.058
C -0.74 1.35 -0.22 -0.109
H 2.91 -0.83 0.19 0.055
H 2.01 0.33 1.29 0.000
H 2.60 0.60 -0.59 0.126
H 0.67 -1.86 -0.40 0.082
H 1.02 -0.42 -1.55 0.102
H -2.48 0.11 -0.80 0.149
H -1.49 -2.12 -0.29 0.157
H -2.71 -0.77 1.31 0.138
H -0.54 1.66 -1.28 0.086
H 0.14 1.92 0.46 0.140
H -1.64 1.83 0.09 0.037
F -0.05 0.03 1.55 -0.110
```

Record 5
DFT (the ωB97M-V functional and the def2-TZVPD basis) results for a 2-piece molecular cluster, C27H29NO3 overall at a distorted geometry.

The HOMO-LUMO gap is 5.58 eV. The calculation puts the total energy at -36099.8897 eV. As for the relative energy (zero: lowest compared OMol25 entry of this formula, charge and spin): 3.932 eV. As for the charge: 0. Its SMILES is COc1ccc(C=C2C(=O)c3ccccc3C2=O)cc1.C1=C(N2CCCC2)CCCC1.

XYZ file:
```
60
Properties=species:S:1:pos:R:3:lowdin_charge:R:1
C -2.70 7.36 1.58 -0.057
O -2.22 6.29 2.43 -0.090
C -2.15 5.02 1.95 -0.252
C -2.49 4.63 0.62 -0.004
C -2.12 3.37 0.19 -0.031
C -1.40 2.47 1.01 -0.204
C -0.68 1.35 0.44 0.083
C 0.02 1.48 -0.73 -0.033
C 0.73 0.37 -1.38 -0.272
O 0.87 -0.79 -0.94 0.041
C 1.37 0.85 -2.59 -0.107
C 2.21 0.07 -3.40 0.012
C 2.91 0.74 -4.40 -0.057
C 2.81 2.15 -4.50 -0.055
C 2.02 2.90 -3.62 0.001
C 1.25 2.24 -2.67 -0.073
C 0.44 2.73 -1.49 -0.251
O 0.29 3.92 -1.20 0.097
C -1.35 2.77 2.40 -0.014
C -1.64 4.04 2.84 -0.006
H -2.71 8.21 2.26 0.093
H -2.02 7.53 0.73 0.098
H -3.72 7.14 1.21 0.094
H -2.97 5.34 -0.06 0.111
H -2.34 3.07 -0.84 0.127
H -0.61 0.42 0.99 0.100
H 2.31 -1.00 -3.21 0.127
H 3.54 0.18 -5.08 0.106
H 3.38 2.65 -5.28 0.102
H 2.02 3.98 -3.66 0.117
H -1.00 2.01 3.10 0.121
H -1.44 4.35 3.86 0.119
C -0.75 -2.14 0.87 -0.088
C -0.10 -3.36 0.74 -0.225
N 1.26 -3.49 0.73 -0.085
C 1.95 -4.78 0.64 -0.158
C 3.46 -4.47 0.72 -0.161
C 3.61 -2.95 0.74 -0.158
C 2.19 -2.38 0.79 -0.166
C -0.92 -4.63 0.51 -0.133
C -2.44 -4.45 0.35 -0.201
C -3.04 -3.23 1.07 -0.203
C -2.21 -1.96 0.76 -0.221
H -0.16 -1.26 1.01 0.040
H 1.65 -5.46 1.46 0.113
H 1.70 -5.32 -0.30 0.113
H 3.88 -4.92 1.63 0.102
H 3.99 -4.91 -0.14 0.101
H 4.19 -2.60 1.59 0.103
H 4.10 -2.61 -0.17 0.102
H 2.07 -1.74 -0.10 0.083
H 2.01 -1.72 1.67 0.126
H -0.73 -5.36 1.33 0.113
H -0.57 -5.14 -0.41 0.113
H -2.95 -5.37 0.65 0.106
H -2.61 -4.30 -0.73 0.111
H -4.07 -3.12 0.71 0.102
H -3.10 -3.40 2.16 0.110
H -2.47 -1.65 -0.28 0.115
H -2.53 -1.13 1.41 0.102
```

Record 6
DFT (the ωB97M-V functional and the def2-TZVPD basis) results for a 2-piece molecular cluster, C3H7N3 overall at a distorted geometry.

The HOMO-LUMO gap is 10.45 eV. The calculation puts the total energy at -7694.0346 eV. As for the relative energy (zero: lowest compared OMol25 entry of this formula, charge and spin): 0.645 eV. As for the charge: 0. Its SMILES is [H]/N=C(/C)N.C#N.

XYZ file:
```
13
Properties=species:S:1:pos:R:3:lowdin_charge:R:1
H 1.53 -1.07 -1.16 0.057
N 0.64 -0.68 -0.86 0.063
C 0.67 0.01 0.21 -0.521
C -0.46 0.99 0.57 -0.027
N 1.83 0.20 0.93 0.110
H -0.08 1.74 1.26 0.065
H -0.83 1.49 -0.32 0.082
H -1.26 0.44 1.06 0.073
H 2.70 -0.19 0.61 0.096
H 1.89 0.85 1.69 0.088
C -2.19 -1.23 -1.25 -0.113
N -3.30 -1.15 -1.54 0.038
H -1.13 -1.39 -1.20 -0.011
```

Record 7
DFT (the ωB97M-V functional and the def2-TZVPD basis) results for C3H5NO2 as an isolated structure at a distorted geometry.

The HOMO-LUMO gap (alpha / beta) is 8.11 / 7.18 eV. The calculation puts the total energy at -8769.9824 eV. As for the relative energy (zero: lowest compared OMol25 entry of this formula, charge and spin): 7.712 eV. As for the charge: 0.

XYZ file:
```
11
Properties=species:S:1:pos:R:3:lowdin_charge:R:1
O 2.56 -0.30 -0.88 -0.018
N 1.88 0.79 -0.43 0.054
C 0.63 0.55 -0.33 -0.286
C -0.49 1.44 0.05 -0.054
O -1.34 0.42 -0.04 -0.052
C -0.38 -0.52 -0.47 -0.011
H 3.48 0.00 -0.90 0.107
H -0.81 2.45 -0.18 0.115
H -2.52 -1.32 1.50 0.023
H -2.60 -2.05 1.61 0.039
H -0.40 -1.46 0.07 0.084
```

Record 8
DFT (the ωB97M-V functional and the def2-TZVPD basis) results for C4H6CuO7 as an isolated structure at a distorted geometry.

The HOMO-LUMO gap is 3.70 eV. The calculation puts the total energy at -63218.0056 eV. As for the relative energy (zero: lowest compared OMol25 entry of this formula, charge and spin): 0.000 eV. As for the charge: -1.

XYZ file:
```
18
Properties=species:S:1:pos:R:3:lowdin_charge:R:1
O 0.86 0.25 3.39 -0.033
C 2.05 -0.12 3.21 -0.787
O 2.64 -0.01 2.11 -0.047
O 2.75 -0.66 4.21 0.018
Cu 0.83 1.18 1.10 0.714
O 3.43 -2.74 6.10 -0.053
C 3.09 -1.42 6.46 -0.253
C 2.10 -0.85 5.47 -0.162
H 4.15 -3.05 6.65 0.082
H 3.98 -0.77 6.50 0.124
H 2.61 -1.39 7.46 0.120
H 1.25 -1.54 5.34 0.142
H 1.73 0.11 5.84 0.134
O -6.72 -0.60 4.78 -0.077
C -7.34 -0.20 3.78 -0.882
O -7.03 0.69 2.97 -0.099
O -8.47 -0.94 3.48 -0.011
H -8.74 -0.68 2.59 0.069
```

Record 9
DFT (the ωB97M-V functional and the def2-TZVPD basis) results for a 2-piece molecular cluster, C3H6O overall at a distorted geometry.

The HOMO-LUMO gap is 10.58 eV. The calculation puts the total energy at -5252.8927 eV. As for the relative energy (zero: lowest compared OMol25 entry of this formula, charge and spin): 2.802 eV. As for the charge: 0. Its SMILES is C=C.C=O.

XYZ file:
```
10
Properties=species:S:1:pos:R:3:lowdin_charge:R:1
C 0.08 1.02 -3.62 -0.059
C -0.44 1.13 -2.27 -0.074
H -0.18 2.05 -4.17 0.091
H 0.78 0.24 -3.76 0.007
H -1.21 1.85 -2.04 0.017
H -0.22 0.48 -1.45 0.018
C 0.29 -1.69 4.30 -0.157
O 0.64 -2.20 5.33 -0.012
H 1.04 -1.46 3.48 0.092
H -0.77 -1.41 4.19 0.076
```